No. 1
{
  "formula": "C45H42CoN5O2S",
  "method": "wB97M-V/def2-TZVPD",
  "max_force_ha_per_bohr": 0.01586,
  "total_charge": -1,
  "lumo_energy_ha": [0.0725, 0.0725],
  "homo_energy_ev": [-4.20, -4.71],
  "homo_lumo_gap_ev": [6.17, 6.68],
  "s2": 3.761,
  "e_above_lowest_kcal_mol": 4.1,
  "spin_multiplicity": 4,
  "elements": ["Co", "S", "O", "O", "N", "N", "N", "N", "N", "C", "C", "C", "C", "C", "C", "C", "C", "C", "C", "C", "C", "C", "C", "C", "C", "C", "C", "C", "C", "C", "C", "C", "C", "C", "C", "C", "C", "C", "C", "C", "C", "C", "C", "C", "C", "C", "C", "C", "C", "C", "C", "C", "C", "C", "H", "H", "H", "H", "H", "H", "H", "H", "H", "H", "H", "H", "H", "H", "H", "H", "H", "H", "H", "H", "H", "H", "H", "H", "H", "H", "H", "H", "H", "H", "H", "H", "H", "H", "H", "H", "H", "H", "H", "H", "H", "H"],
  "positions_angstrom": [[-0.14607, -0.17178, 0.38391], [4.31190, 1.02583, 0.84574], [-1.73498, -0.95116, 4.25437], [-3.41352, -0.04691, -2.49185], [2.13064, -0.15814, 0.12261], [-0.72420, -1.85570, -3.61843], [-0.17730, -0.38049, 2.62738], [-2.18231, -0.37320, 0.81054], [-1.80810, 1.19338, -1.34546], [2.75372, 1.45002, 5.03289], [0.04076, -3.08578, 0.71452], [1.51659, 2.04229, 4.83083], [-1.68003, -2.35518, -2.54392], [3.04244, -2.30381, -0.73723], [5.58471, -1.33830, -0.01365], [-2.89157, 4.04372, -3.42549], [5.44206, -2.59209, -0.57867], [-4.28002, -1.09790, -0.01122], [-0.52628, 3.86271, -3.57565], [2.58367, 0.96376, 0.61555], [1.98170, -0.50624, 3.84024], [-1.76208, 2.25682, -2.23752], [-0.02236, -4.46961, 0.75030], [-0.82974, 2.05164, 3.96685], [-0.41743, -2.28445, -0.35101], [0.34349, 1.84267, 0.68381], [-2.94286, 2.96020, -2.56117], [1.37550, 4.42914, 1.31544], [2.23343, 3.35397, 1.20654], [-0.53663, 2.77197, -2.71151], [-3.07293, -0.43822, -0.17385], [-2.44407, -0.89344, 1.99857], [-1.00719, -3.03433, -1.38106], [-1.37935, -0.74231, 3.08514], [2.96337, 0.16758, 4.56086], [-1.69490, 4.49410, -3.96440], [4.44343, -0.57003, 0.18644], [3.16726, -1.04116, -0.15328], [2.21893, -1.93882, 3.46236], [-0.57637, -5.16867, -0.31775], [0.79661, 2.20809, -2.28334], [0.76436, 0.13626, 3.55088], [-4.25370, 2.60366, -1.91978], [0.07799, -0.69879, -3.13853], [-0.48241, 2.97063, 0.78970], [0.13407, -2.93334, -4.15730], [-3.64975, -1.53098, 2.26369], [0.51287, 1.39963, 4.12052], [-2.75974, 0.29166, -1.47307], [0.01140, 4.22996, 1.09175], [4.17773, -3.06482, -0.94092], [1.70784, 2.09914, 0.88176], [-1.07952, -4.43449, -1.37468], [-4.57019, -1.65211, 1.23173], [3.30004, 3.49474, 1.35484], [-1.54814, 2.85302, 0.62550], [3.90291, -0.33856, 4.76018], [-3.81273, -1.91459, 3.26050], [2.06223, -2.68420, -0.98624], [4.08097, -4.05134, -1.37728], [0.43253, 4.22967, -3.92975], [3.03639, -2.35060, 4.05867], [0.46124, -2.59305, 1.57150], [0.35846, -5.00203, 1.61561], [-3.81705, 4.56099, -3.65838], [0.74283, -0.38280, -3.93869], [1.31875, 3.03255, 5.22728], [0.63486, -1.01124, -2.25714], [2.47599, -2.06803, 2.41966], [0.74583, -3.31262, -3.34266], [-2.26126, -1.47211, -2.26654], [-1.56617, -4.94995, -2.19984], [-4.93466, 3.45415, -1.96398], [3.53354, 1.97322, 5.57344], [-1.32293, -1.50785, -4.36537], [-0.66632, 5.07521, 1.15558], [6.31561, -3.21120, -0.73894], [-4.72119, 1.74189, -2.40405], [1.75647, 5.41531, 1.55175], [0.76155, -2.52332, -4.94544], [-0.64324, -6.24974, -0.31172], [1.32525, -2.53184, 3.65594], [-0.49369, -3.73381, -4.54276], [-1.67245, 5.34479, -4.63432], [-0.80685, 3.06888, 4.36017], [-4.11031, 2.33481, -0.86936], [-4.95839, -1.14053, -0.85127], [0.68453, 1.53006, -1.43758], [-1.12785, 2.09251, 2.91615], [1.29632, 1.68788, -3.10441], [-1.58819, 1.47640, 4.50077], [-0.61455, 0.09134, -2.85147], [-5.50801, -2.17137, 1.39107], [6.55979, -0.96132, 0.26748], [1.45948, 3.01686, -1.96720], [-2.34240, -3.04884, -3.06592]],
  "mulliken_charge": [-0.038, -0.501, -0.807, -0.773, 0.781, 0.027, 1.366, 1.131, 1.052, -1.021, 0.213, -0.789, -0.234, 0.281, -0.719, -0.683, -0.617, -1.114, -0.821, 0.406, 1.105, 0.400, -0.745, -1.665, 0.469, 0.494, 1.022, -1.176, -0.440, 0.828, 1.092, 0.756, 1.071, -0.508, -0.729, -0.958, 0.886, -1.398, -1.384, -1.014, -1.288, -1.407, -1.588, -0.845, 0.116, -0.764, -0.905, 1.493, -0.815, -1.214, -1.012, 1.260, -0.459, -1.059, 0.364, 0.400, 0.374, 0.578, 0.295, 0.433, 0.460, 0.505, -0.460, 0.501, 0.391, 0.518, 0.340, 0.122, 0.122, 0.299, -1.367, 0.352, 0.500, 0.370, 0.378, 0.394, 0.370, 0.228, 0.362, 0.324, 0.370, 0.264, 0.324, 0.368, 0.412, 0.189, 0.569, -0.602, 0.313, 0.441, 0.368, 0.047, 0.391, 0.400, 0.632, 0.601]
}



No. 2
{
  "formula": "C45H43AlBr2NO28",
  "method": "wB97M-V/def2-TZVPD",
  "max_force_ha_per_bohr": 0.12562,
  "total_charge": -1,
  "lumo_energy_ha": -0.0086,
  "homo_energy_ev": -4.99,
  "homo_lumo_gap_ev": 4.76,
  "elements": ["Br", "Br", "Al", "O", "O", "O", "O", "O", "O", "O", "O", "O", "O", "O", "O", "O", "O", "O", "O", "O", "O", "O", "O", "O", "O", "O", "O", "O", "O", "O", "O", "N", "C", "C", "C", "C", "C", "C", "C", "C", "C", "C", "C", "C", "C", "C", "C", "C", "C", "C", "C", "C", "C", "C", "C", "C", "C", "C", "C", "C", "C", "C", "C", "C", "C", "C", "C", "C", "C", "C", "C", "C", "C", "C", "C", "C", "C", "H", "H", "H", "H", "H", "H", "H", "H", "H", "H", "H", "H", "H", "H", "H", "H", "H", "H", "H", "H", "H", "H", "H", "H", "H", "H", "H", "H", "H", "H", "H", "H", "H", "H", "H", "H", "H", "H", "H", "H", "H", "H", "H"],
  "positions_angstrom": [[2.63400, -0.49981, 5.06509], [-2.32861, -2.69037, 2.80740], [-0.42797, -1.92295, 4.09713], [3.82859, 3.01712, 6.06787], [4.66102, 3.06590, -3.45925], [-4.30247, -0.30167, -4.75617], [-2.98661, 2.80049, -5.90652], [9.05512, 2.69731, 6.73571], [-4.77765, -3.64207, -1.54011], [-1.92621, -3.84773, -9.21658], [-3.05632, 2.86642, 4.19587], [-1.47180, 4.80624, 5.11288], [7.06889, 2.39545, -2.49758], [-1.53551, 4.89354, -5.06246], [-0.63525, -1.45026, -0.03004], [2.67260, -0.52148, 2.40694], [-6.42150, -4.89649, -3.25631], [7.96969, 1.37535, 4.66545], [4.92004, 4.40555, 8.08715], [-1.74537, -2.13455, -4.87814], [-2.56465, -1.11158, 5.87530], [-6.01091, -1.50382, -6.44232], [4.84263, -0.00285, 0.83246], [-3.25464, 7.55640, 1.79245], [0.16486, -3.95047, -4.37246], [2.40250, 0.61766, -0.18696], [0.90814, -3.15293, 4.25021], [-4.90689, 5.64212, 0.91682], [-0.91306, 0.29167, -2.56289], [-0.07981, -5.71743, -8.68881], [0.47722, 2.37663, -1.66270], [1.11394, -3.01280, 1.57599], [1.25296, -2.97572, 0.14153], [-1.47755, -3.85572, -8.08992], [-2.00681, 1.47002, -4.25896], [-1.05900, -3.78122, -0.66499], [-1.38105, 3.85380, -4.45340], [4.66405, 2.34730, -2.47670], [-5.73971, -2.07549, -5.27339], [-1.13054, -1.25672, 5.89667], [-5.03295, -3.09123, -2.71516], [-1.08804, 1.33917, -3.14241], [3.44793, 1.85521, -1.85392], [-2.97130, 0.04876, 5.24769], [7.02535, 3.60986, 7.48718], [-2.27029, 5.05587, 4.08575], [-0.30684, -3.96123, -5.48417], [-3.19626, 6.49307, 2.37070], [7.85408, 2.80227, 6.59788], [-4.48555, -1.92584, -3.07982], [-3.13723, 3.92659, 3.62419], [5.70314, 3.67906, 7.30003], [1.89468, -0.46590, 3.22842], [-1.36967, -2.96678, -5.83575], [-0.33428, 2.54995, -2.69512], [5.02931, 2.93775, 6.18839], [-2.15117, 2.64239, -4.87784], [-0.06220, -2.61196, -0.58703], [-0.47505, 3.72915, -3.31438], [-4.08358, 5.37440, 1.92483], [0.73627, -4.31795, 2.08180], [0.10998, -4.91027, -6.51178], [6.04410, 1.16862, -0.79978], [-4.05032, 4.17332, 2.51202], [-2.30134, 6.25295, 3.49210], [7.18350, 2.08282, 5.47094], [0.62459, -4.36855, 3.62680], [3.50484, 1.07497, -0.76371], [4.82216, 0.68586, -0.15356], [-4.78868, -1.34599, -4.37954], [-5.96454, -3.83626, -3.62049], [5.97465, 1.94282, -1.88353], [-6.28568, -3.24060, -4.91384], [0.40955, -0.34507, 3.05183], [5.86199, 2.15028, 5.28826], [-1.91175, -2.92316, -7.05892], [-0.43482, -4.86689, -7.73078], [0.12197, 0.62616, 3.46717], [6.98692, 0.87081, -0.36335], [-4.73308, 6.57100, 0.68070], [0.39194, 1.43094, -1.41852], [2.51247, 2.13505, -2.30451], [1.99608, -2.75685, 1.98635], [-1.83310, -3.66402, -1.42275], [-1.53287, -1.65648, 0.19470], [-0.34202, -4.77304, 3.95988], [-2.89916, 3.73193, -6.16860], [-1.67861, 7.07431, 3.81624], [-5.49264, -0.68016, -6.45494], [-0.61489, -5.47355, -9.46287], [0.86503, -5.63484, -6.24236], [5.36337, 1.63354, 4.47871], [-0.80340, -1.89961, 6.71651], [4.01907, 4.28238, 7.73973], [-1.63725, 3.87706, 5.35335], [-6.97234, -3.77788, -5.55237], [-2.67808, -2.20856, -7.32559], [2.68882, 0.04705, 0.56500], [-3.80936, -1.37884, -2.43591], [0.17959, -0.41387, 1.98827], [0.20310, -2.34586, -1.62226], [1.49055, -5.04741, 1.71532], [-4.68700, 3.35742, 2.19895], [1.37770, -5.09410, 3.97747], [-0.70447, -0.24565, 6.05651], [7.52342, 4.13878, 8.28714], [-2.54977, 0.57915, -4.54458], [-2.70050, 0.96598, 5.78829], [6.74321, 2.92567, -3.24406], [-1.56694, -3.83293, 0.30599], [-2.59911, 0.15561, 4.21963], [-0.47915, -4.69972, -0.77139], [1.73273, -3.87085, -0.29017], [-0.20973, -4.68372, 1.67631], [-5.28691, -4.46952, -1.52037], [1.92987, -2.14021, -0.08298], [-1.20716, -2.36844, -4.09765], [0.06473, 4.61376, -3.00623], [-4.06273, 0.03662, 5.18196], [8.86877, 1.49061, 5.01377]],
  "mulliken_charge": [-0.285, -0.503, -0.080, -0.580, -0.662, -0.643, -0.602, -0.634, -0.509, -0.623, -0.449, -0.591, -0.590, -0.645, -0.225, -0.484, -0.631, -0.559, -0.578, 0.008, -0.465, -0.620, -0.513, -0.633, -0.510, -0.198, -0.444, -0.589, -0.395, -0.574, -0.461, 0.583, -1.389, 0.839, -1.009, -1.407, 0.807, 0.903, 0.297, -0.306, 0.259, 1.344, -0.480, -0.541, -0.995, 0.338, 0.995, 0.983, 0.944, -0.952, 0.942, 0.402, -0.151, 0.129, -0.125, 0.961, 0.355, 1.242, -0.866, 0.408, -0.668, -1.041, -1.121, -1.052, -0.948, 0.406, -0.440, 0.482, 0.690, 1.051, 0.905, 0.211, -0.999, 0.421, -1.098, -0.750, 0.297, 0.651, 0.451, 0.347, 0.207, 0.553, 0.130, 0.008, 0.092, 0.244, 0.339, 0.423, 0.339, 0.350, 0.444, 0.623, 0.384, 0.348, 0.334, 0.440, 0.528, 0.087, 0.653, -0.450, -0.087, 0.500, 0.465, 0.252, 0.211, 0.405, 0.501, 0.245, 0.343, 0.345, 0.155, 0.458, 0.416, 0.145, 0.330, 0.025, 0.008, 0.525, 0.297, 0.344]
}